113
Properties=species:S:1:pos:R:3:forces:R:3:mulliken_charge:R:1 method="wB97M-V/def2-TZVPD" gap_ev=8.47 e_homo_ev=-8.4 charge=0
H 0.645502 -5.045561 -1.139239 -0.048 -0.174 0.076 0.229
C 5.552949 0.193951 1.683879 0.238 0.137 -0.484 -0.237
O -2.039073 1.209307 5.313354 -0.345 0.152 0.124 -0.072
O -4.257209 2.303419 -6.805052 0.386 0.255 -0.215 -0.259
H 6.773932 1.982061 1.868213 0.170 0.284 -0.204 0.292
F -6.101301 0.387833 -1.034175 0.078 -0.055 0.087 -0.292
H 0.386107 -3.349800 -3.598313 0.236 0.131 -0.139 0.072
O -0.216391 2.324846 0.017885 -0.152 -0.071 -0.035 -0.663
C 1.161110 -1.187927 1.207949 -1.485 -2.014 -0.385 -0.339
H -5.033690 1.920407 -9.437439 -0.104 0.005 0.164 0.283
C 6.902371 0.905518 1.904538 -0.616 -0.504 0.838 -0.550
H -2.224412 -1.137726 -7.095446 -0.112 -0.095 -0.053 0.222
O -1.149876 -3.041069 5.336883 -0.312 -0.343 -0.373 -0.336
C -3.324810 1.638900 5.216970 0.087 -0.002 -0.305 0.484
H 0.537488 -1.993571 0.950814 -0.111 -0.837 -0.215 0.441
H -0.328451 -3.175801 3.455029 0.159 0.081 0.023 0.217
O 1.491558 -2.429391 -2.085066 -0.435 0.138 -0.512 -0.091
C -1.404497 1.958897 6.356375 0.340 -0.182 0.073 -0.456
F -6.226110 3.096939 -7.574820 0.038 0.024 0.075 -0.283
C 6.006198 1.795745 -0.882773 -0.850 -0.855 0.135 -1.327
O -1.260047 -4.315205 -5.089249 -0.183 0.107 -0.115 -0.522
C -1.903771 -3.380915 -5.440953 0.272 -0.160 -0.026 0.582
H 7.103714 -2.419825 4.376626 0.076 -0.201 0.116 0.248
H -4.334056 3.513045 -9.783927 0.237 -0.027 0.024 0.268
O -4.245587 0.521831 0.251843 -0.150 0.125 0.436 -0.114
H 8.448721 1.143695 3.326047 0.114 0.053 0.075 0.426
H 6.183498 -0.956606 4.722201 -0.172 0.052 0.006 0.276
C -0.851126 -2.453247 4.084647 0.031 0.433 0.208 0.429
C -2.587720 2.395133 7.185634 0.081 0.390 -0.115 0.282
H -0.712550 -4.800644 -2.299765 0.077 -0.478 -0.052 0.438
O -0.572782 -3.414303 -0.811374 0.095 -0.561 0.163 -0.209
H -2.272497 -2.051018 2.486979 -0.132 -0.168 0.021 0.107
C -5.631332 0.810153 0.166378 0.015 -0.041 -0.423 0.307
H 1.712702 0.718582 -2.607350 0.353 0.362 -0.156 0.346
H -6.159931 0.288546 0.965685 -0.044 -0.080 -0.094 0.289
C -4.404120 2.719623 -9.044383 0.077 0.127 -0.391 -0.434
H -4.233271 -1.982398 -4.925515 -0.133 0.004 -0.079 0.295
H 1.085266 4.912019 -0.343942 -0.046 -0.144 -0.260 0.287
C -3.103252 1.890606 -7.406722 0.271 -0.189 0.055 0.672
O 3.608251 -0.067128 -2.237185 -0.309 0.281 0.555 -0.518
H 3.552786 -1.312003 -0.538338 -0.168 -0.106 -0.093 0.299
C -2.211098 -2.049831 3.572995 -0.206 0.098 -0.340 0.446
O -3.109559 2.196222 -8.726450 -0.175 0.049 0.292 -0.307
O -4.085152 1.285052 4.375914 0.034 0.064 0.118 -0.487
H 0.935363 -1.169289 -3.688705 -0.289 -0.221 0.118 0.275
H 7.789041 -1.161796 5.450473 -0.022 -0.111 0.226 0.301
H 0.540713 1.989484 3.738664 -0.012 -0.086 -0.055 0.243
H 3.445065 1.583010 3.732755 0.245 0.181 -0.006 0.457
H 6.889853 1.000300 4.065728 -0.326 -0.237 0.156 0.446
H -0.870573 2.805490 5.923581 -0.096 0.090 0.078 0.273
C 1.660608 -0.132877 1.368660 1.940 2.989 0.544 -0.002
C -4.882801 3.208349 -7.699825 -0.345 -0.279 0.039 0.312
O -1.469144 -2.097055 -5.423659 -0.317 -0.289 -0.055 -0.259
H -1.618558 -5.138857 -0.295385 0.177 -0.211 0.163 0.398
O -3.051545 -3.062248 4.142253 0.348 -0.051 0.167 -0.343
H 5.801852 -0.859241 1.546752 -0.291 -0.205 -0.015 0.466
Si 4.701519 0.858327 0.117134 0.867 0.590 -0.559 0.555
C -3.707249 -2.136530 -5.869404 0.017 -0.138 -0.440 0.402
C 2.195887 -0.164719 -2.198255 -0.558 -0.627 -0.913 -0.014
F -0.058006 -1.373690 4.288646 0.091 -0.074 0.072 -0.287
H -2.515661 -1.071276 3.943295 0.155 0.065 0.077 -0.262
H 0.628831 5.992221 0.942828 -0.082 0.201 0.119 0.265
O 3.500632 2.000819 0.424713 -0.010 -1.369 0.563 -0.550
C -2.989434 -3.587661 -0.883632 0.567 -0.664 0.465 -1.306
H -0.636854 5.037994 0.149193 -0.110 -0.006 -0.200 0.263
C -2.475784 -1.286045 -6.046914 0.076 -0.045 0.287 -0.343
H -2.555804 -0.325330 -5.563585 0.204 -0.021 0.227 0.261
C 0.394087 5.041148 0.481985 -0.096 0.211 0.770 -0.776
O -2.883360 -4.342670 5.992289 0.104 0.212 -0.106 -0.515
C 7.183462 -1.355626 4.564951 0.312 0.129 -0.359 -0.675
H -3.755215 -3.548603 -0.116970 -0.448 0.037 -0.160 0.433
O -3.186670 -3.454177 -5.908103 0.185 0.206 0.430 -0.346
H 2.599161 3.120775 3.407321 0.352 0.106 -0.044 0.365
C -2.414052 -3.560953 5.234482 -0.231 -0.116 0.231 0.501
H -1.722566 -3.811799 0.854039 0.229 0.127 0.158 -0.023
H -0.700316 1.342364 6.908786 -0.058 -0.167 -0.168 0.295
O 0.614237 4.032045 1.493353 0.306 0.106 -0.724 -0.374
H -2.848229 -2.618247 -1.338203 0.032 0.346 0.061 0.259
H 2.641222 -1.687023 -3.600858 -0.022 0.062 -0.411 0.324
H -6.569960 2.691569 0.729422 0.144 0.044 0.196 0.282
O 7.805643 -0.775654 3.429114 -0.663 -0.066 0.072 -0.389
F -4.579055 -1.975880 -6.899138 -0.044 -0.046 0.060 -0.313
C 1.767787 -1.390973 -3.017893 0.691 0.175 0.816 -0.467
N 1.400263 1.577750 4.088641 0.011 0.171 0.085 -0.558
H 6.809183 1.091406 -1.083023 0.360 0.066 0.053 0.343
H 1.304373 0.573442 4.020191 -0.129 -0.091 -0.081 0.115
C -5.657081 2.314348 0.275750 -0.257 0.320 0.136 -0.500
H -3.251036 -4.302264 -1.655887 -0.328 0.001 -0.182 0.395
C -3.686073 1.514508 0.994839 0.177 0.166 0.161 0.562
H -4.581106 4.227914 -7.454342 -0.116 0.020 0.046 0.294
C -1.688002 -4.058582 -0.205261 -0.479 0.800 -0.542 0.001
B 0.701051 2.778765 0.927479 0.037 -0.272 0.380 0.652
H -1.063355 2.190386 0.471844 -0.246 0.055 -0.244 0.221
H 6.365825 2.678564 -0.372600 0.144 0.233 -0.111 0.339
C 0.066434 -4.318734 -1.709965 0.017 0.663 -0.238 -0.608
H 7.616947 0.574616 1.163133 0.130 0.183 -0.381 0.269
C 4.177021 -0.564742 -1.024985 0.423 0.290 0.364 -0.333
H -5.513330 2.797730 -0.691719 0.023 -0.176 -0.078 0.276
H 1.790873 -4.275784 -2.912076 0.022 -0.012 -0.624 0.225
C 0.970886 -3.582930 -2.710418 -0.182 -0.166 1.220 -0.301
C 2.564052 2.040006 3.290088 -0.431 -0.472 0.029 -0.713
H 5.107452 -1.072262 -1.294519 0.133 -0.064 0.007 0.532
O -2.212674 1.339263 -6.844537 -0.277 0.473 -0.295 -0.569
H -2.894776 1.678162 7.949042 -0.023 0.104 0.084 0.297
H 5.552941 2.010997 -1.848294 -0.002 0.361 -0.056 0.339
O -2.604460 1.461891 1.485357 0.085 0.008 -0.211 -0.657
H 4.940807 0.259401 2.582427 -0.157 0.029 0.060 0.089
Si 2.252199 1.625140 1.472913 -0.173 0.559 0.172 0.595
F -2.376896 3.601279 7.763865 -0.094 -0.014 0.021 -0.298
O -4.522796 2.569451 1.110611 -0.004 -0.297 -0.170 -0.301
H 1.801561 -0.299689 -1.194570 0.120 0.093 0.130 -0.217
O -3.617439 2.520186 6.216378 0.108 -0.522 -0.026 -0.341
C 7.503434 0.594523 3.261949 0.911 0.577 -0.188 -1.024



94
Properties=species:S:1:pos:R:3:forces:R:3:mulliken_spin:R:1 method="wB97M-V/def2-TZVPD" gap_ev="5.98 / 7.40" multiplicity=3 e_homo_ev="-11.6 / -13.5" charge=+2 s_squared=2.020
H 1.661670 -1.507635 -4.701610 0.003 -0.020 -0.013 0.007
C 0.380548 -3.537244 -3.082040 0.067 -0.040 -0.048 0.022
C -1.030932 -1.825555 2.894072 0.176 -0.041 -0.084 0.006
H 1.037919 -3.451124 -3.942404 0.009 0.024 -0.001 0.000
N 0.457565 0.021605 -1.950652 -0.041 0.091 0.009 0.103
H -1.444161 0.621140 -3.704367 0.053 0.017 -0.001 -0.027
H -1.068756 3.713475 -1.784930 0.062 0.016 0.019 -0.008
C -1.693019 -2.909500 0.729689 0.079 0.031 0.083 0.012
C 3.868586 3.278689 -0.191098 -0.032 0.002 -0.011 -0.004
C 1.683983 0.591331 -4.324872 0.026 0.036 -0.027 0.069
H -3.889143 1.123096 0.702255 0.023 0.042 -0.013 -0.032
H -4.393821 2.504968 -2.630381 -0.001 0.018 0.004 -0.001
C 1.921241 1.272248 3.117443 0.067 -0.009 -0.049 0.001
C 1.400214 -0.715520 -4.016378 -0.071 0.030 0.021 0.076
H 4.440721 4.184034 -0.334264 0.017 0.013 0.004 0.000
H 1.031041 1.422591 2.513987 -0.032 -0.009 -0.012 0.001
H -3.774347 0.044377 2.676705 0.004 0.022 0.066 0.000
H 2.088980 4.197835 -0.825272 0.021 0.023 -0.013 0.000
H -0.604405 -3.837337 -3.450092 -0.018 0.005 0.017 0.012
H -1.694019 -3.803880 -1.238811 0.025 -0.002 0.023 0.004
N 2.455763 -0.066372 2.886428 -0.003 -0.067 -0.009 0.000
H -2.151264 -1.028668 -2.465500 -0.013 0.005 0.003 -0.018
H -0.243158 -4.142392 -0.300917 -0.036 0.006 0.014 0.003
H 0.751629 -4.352550 -2.458751 0.005 -0.002 0.016 0.011
H -1.074231 2.822431 2.162878 -0.049 -0.006 -0.027 -0.001
C 2.127195 -0.760231 1.788320 -0.200 -0.257 -0.298 -0.009
N 1.625610 -0.183897 0.676339 0.144 0.115 -0.242 -0.005
H 3.278219 -3.268394 3.242143 -0.014 -0.030 0.023 0.000
C -3.445768 2.961901 -2.326691 -0.021 0.062 0.001 0.058
H 3.661378 -3.162059 0.654872 -0.010 -0.008 -0.001 0.002
H 1.631743 -3.787172 2.879225 0.003 -0.023 0.016 0.000
N -0.775616 -1.988358 1.444420 0.081 -0.036 -0.230 0.005
C 2.509002 3.279404 -0.453448 0.022 -0.047 0.057 0.001
H -1.955206 -3.767472 1.356622 -0.006 0.016 -0.046 0.000
N 2.236642 -2.115076 1.798405 0.155 0.063 0.041 0.001
C -2.042187 1.103694 2.970965 -0.101 -0.006 0.266 0.002
H 1.542666 2.670437 -3.694793 0.019 0.008 -0.039 0.003
N -2.747641 0.127510 -0.785822 0.636 -0.193 -0.485 0.140
H -4.425527 -0.505017 0.303200 -0.012 0.012 0.000 0.004
C -2.063728 1.309403 -1.234329 0.430 0.041 0.488 0.432
C -2.083174 1.498626 -3.728572 -0.080 -0.042 -0.029 0.073
Ti -0.294257 -0.404226 -0.094391 -0.505 0.216 0.612 0.298
H -1.591998 2.261704 -4.335274 -0.010 0.044 -0.002 0.000
N -0.814764 1.508405 -0.482043 -0.292 0.189 0.166 0.080
C -4.023724 0.421013 -0.106210 -0.119 -0.119 -0.027 0.049
H 0.583754 4.105173 -2.198356 0.014 0.006 0.016 0.000
H 2.466738 -2.230215 -0.288913 0.051 0.019 0.022 0.002
C -3.056139 -0.766696 -1.923756 -0.124 0.008 -0.009 0.042
H 2.181489 0.819625 -5.257423 0.005 0.028 -0.002 0.004
N -0.311959 -2.192038 -1.117806 -0.099 -0.128 -0.068 0.085
H 2.002460 -3.748710 0.502387 0.002 0.005 -0.012 -0.002
C -0.048343 3.675330 -1.423451 -0.061 0.039 -0.234 0.022
H -2.606800 -2.360498 0.496264 0.008 -0.029 0.005 0.004
H -3.504855 -1.678562 -1.528490 -0.009 -0.001 -0.024 0.006
N -0.806065 1.186505 0.886093 -0.098 0.069 -0.551 -0.015
C 0.692265 1.318976 -2.288285 0.093 -0.223 0.294 0.044
H 4.312757 0.437365 3.664770 0.016 -0.001 0.051 0.000
H -3.770439 -0.307400 -2.613366 -0.004 -0.034 0.031 0.003
N -2.778580 -0.096948 2.590896 0.138 -0.009 -0.080 -0.002
C 2.304671 1.005126 0.252447 -0.312 -0.038 0.035 0.007
C 0.292815 -2.264167 -2.312503 -0.191 0.008 0.168 0.242
H -4.743421 0.828254 -0.823896 0.016 -0.027 0.020 0.001
H -1.133007 0.809339 3.502667 0.009 -0.010 -0.046 0.000
H -3.021215 1.221989 -4.220185 0.020 0.005 -0.028 0.003
C 2.270797 -2.913378 3.020334 -0.026 0.049 -0.006 0.000
C 3.622320 -0.406972 3.702349 -0.034 0.097 -0.090 0.000
H 3.342315 -0.595160 4.737825 0.003 0.022 0.027 0.000
C 1.683734 2.160592 -0.292527 -0.106 0.067 -0.221 0.006
C 1.326363 1.640838 -3.450168 -0.087 -0.016 -0.156 0.049
C 3.692318 0.984144 0.394536 0.069 0.086 0.227 0.001
H 1.898893 -2.336495 3.863459 0.002 -0.031 -0.034 0.000
C -0.977102 -3.362840 -0.540491 0.053 0.115 -0.082 -0.020
H 0.143280 -2.432931 1.408964 -0.011 0.038 -0.030 -0.003
H -0.879446 -2.795157 3.382930 -0.062 0.052 0.058 0.001
H -3.247039 3.802138 -2.995218 0.020 -0.009 -0.027 0.004
C -2.401451 -1.311468 3.282854 -0.086 -0.062 0.132 0.000
H -3.157865 -2.070129 3.069578 0.025 0.003 -0.021 0.000
C -1.639490 1.960121 1.783088 0.243 0.087 -0.009 0.000
H -2.369376 -1.206001 4.378187 -0.086 0.004 -0.009 0.000
C 4.481019 2.099273 0.185808 -0.023 -0.001 -0.001 0.002
H 2.661886 2.029737 2.850611 -0.012 0.022 0.034 0.000
N -2.335140 2.010699 -2.381284 -0.070 -0.024 -0.002 0.073
H 0.043286 4.289468 -0.530141 -0.065 0.002 0.038 0.002
C 0.754695 -1.003257 -2.799032 -0.009 -0.047 0.039 0.099
H -3.550055 3.353778 -1.315750 -0.009 0.004 0.015 -0.015
H -2.600647 1.725164 3.679989 -0.002 -0.011 -0.047 0.001
H -0.251153 -1.155230 3.265636 -0.040 0.011 0.006 -0.001
C 0.337547 2.236144 -1.112728 0.382 -0.321 0.319 -0.009
H -2.502773 2.370652 1.254306 -0.062 -0.041 0.018 -0.009
H 4.128205 -1.276849 3.299752 0.050 0.005 -0.002 0.000
H 4.157072 0.059477 0.717522 0.038 0.000 -0.041 0.000
H 1.675500 1.366227 4.175465 0.019 0.012 0.005 0.000
C 2.616654 -2.849910 0.589653 -0.068 0.023 0.026 0.004
H 5.552056 2.044640 0.321344 0.021 -0.013 0.002 0.000



Which ΔE to the lowest compared entry with this formula, charge and spin belongs to each record? In order, 0.0, 238.6 kJ/mol.
Which E_tot belongs to each record? In order, -109529.57752, -72467.56606 eV.